[1]
Entry from the Open Molecules 2025 dataset: a cluster of 2 separate species, C3H6BrF in total in a non-equilibrium geometry (ωB97M-V/def2-TZVPD).

Calculated values
Orbital gap (spin up / spin down), eV: 8.576 / 8.845
ΔE to the lowest compared entry with this formula, charge and spin, kcal/mol: 86.07
Total energy, Ha: -2791.64484
Charge: 0

Positions of all 11 atoms, in Å:
C  -1.0832  -1.1734  0.0987
C  0.8158  1.2247  -0.0722
C  -0.5203  1.0421  -0.7629
F  -1.5213  1.6734  -0.3632
Br  -0.3609  0.8963  -2.7312
H  -1.8004  -1.0045  0.9462
H  -1.5590  -1.6753  -0.7356
H  -0.0662  -1.3891  0.4238
H  1.2700  2.0763  -0.4023
H  1.3996  0.2986  -0.0969
H  0.7781  1.1503  1.0306

Cartesian forces (eV/Å) of the 3 atoms listed first:
-0.1 2.8 0.1
-1.5 -2.8 1.7
2.6 -6.0 0.1

Results of the Mulliken charge analysis, in e, for atoms 1 through 4:
1 C -0.812
2 C -1.116
3 C 0.401
4 F -0.199


[2]
Entry from the Open Molecules 2025 dataset: a structure of composition C23H29CsIN2O3Si in a non-equilibrium geometry (ωB97M-V/def2-TZVPD).

Calculated values
Orbital gap, eV: 6.089
ΔE to the lowest compared entry with this formula, charge and spin, kcal/mol: 12.68
Total energy, Ha: -1836.56221
Charge: -1

Positions of all 60 atoms, in Å:
Cs  -0.8991  -0.3264  -0.2676
C  1.7438  4.2341  -0.6015
C  2.1904  3.0376  0.1813
C  1.7340  2.8267  1.4769
C  2.1065  1.6966  2.1830
C  2.9448  0.7595  1.6034
C  3.4162  0.9671  0.3183
C  3.0417  2.0976  -0.3864
H  2.5034  4.5427  -1.3181
H  1.5149  5.0718  0.0550
H  0.8384  3.9713  -1.1496
H  1.0803  3.5585  1.9356
H  1.7482  1.5485  3.1925
H  3.2297  -0.1259  2.1517
H  4.0865  0.2490  -0.1346
H  3.4151  2.2560  -1.3907
C  1.7904  -3.2968  -1.7459
C  1.0658  -3.7400  -0.5037
C  1.0847  -5.0689  -0.1198
C  0.4145  -5.4098  1.0571
C  -0.2195  -4.4369  1.7727
C  -0.2206  -3.0868  1.3154
N  0.4383  -2.7834  0.1690
N  -0.8305  -2.0928  1.9358
Si  -1.7256  -2.0014  3.3644
C  -0.8819  -0.7515  4.5530
C  -2.1280  -3.5098  4.5087
C  -3.4554  -1.2989  2.9224
H  2.3033  -4.1336  -2.2145
H  2.5159  -2.5280  -1.4868
H  1.0841  -2.8647  -2.4538
H  1.5941  -5.8246  -0.7013
H  0.4027  -6.4399  1.3987
H  -0.7393  -4.6600  2.6871
H  0.0927  -1.1061  4.8745
H  -1.4823  -0.5792  5.4421
H  -0.7351  0.2060  4.0612
H  -1.2197  -3.9718  4.8869
H  -2.6820  -4.2746  3.9708
H  -2.7276  -3.2306  5.3719
H  -3.3671  -0.3535  2.3926
H  -4.0510  -1.1235  3.8138
H  -4.0060  -1.9850  2.2831
I  -5.7196  5.6354  -5.5306
C  -4.6407  4.3340  -4.2449
C  -3.2703  4.4764  -4.1374
C  -2.5756  3.6230  -3.2978
C  -3.2470  2.6422  -2.5829
C  -4.6229  2.5222  -2.7089
C  -5.3322  3.3672  -3.5409
C  -2.4994  1.6708  -1.6828
O  -3.1856  0.7878  -1.1302
O  -1.2690  1.8094  -1.5693
H  -2.7506  5.2378  -4.7023
H  -1.5044  3.7000  -3.1898
H  -5.1187  1.7483  -2.1421
H  -6.4043  3.2690  -3.6410
O  -2.7508  -1.8093  -1.9217
H  -2.7479  -2.1650  -1.0289
H  -3.0361  -0.8894  -1.7765

Cartesian forces (eV/Å) of the 3 atoms listed first:
1.7 -0.6 1.3
-0.1 -0.1 0.0
0.1 0.1 0.0

Results of the Mulliken charge analysis, in e, for atoms 1 through 4:
1 Cs 1.100
2 C -1.364
3 C 1.053
4 C -0.496